The following is a quantum chemistry calculation of one molecule with the formula C20H23BrN2O3, from the Open Molecules 2025 dataset.

Each line ends with the natural charge from an NBO analysis.
CARTESIAN COORDINATES (ANGSTROEM)
O  2.46296  -4.17628  -0.39740  -0.6161
C  1.71199  -3.51839  0.29970  0.6702
C  0.87904  -4.15349  1.36781  -0.1402
C  1.10013  -3.86305  2.71014  -0.1554
C  0.37244  -4.51565  3.68911  -0.2245
C  -0.58061  -5.45684  3.33571  -0.2054
C  -0.79560  -5.75620  2.00091  -0.2042
C  -0.06204  -5.11404  1.01896  -0.1875
N  1.61412  -2.16997  0.18412  -0.4402
C  0.57567  -1.35021  0.76265  -0.2402
C  -0.34394  -0.83486  -0.35835  -0.2201
N  0.37190  -0.11739  -1.39606  -0.4720
C  0.77592  1.23573  -1.04951  -0.2524
C  0.67931  2.10992  -2.31152  0.0674
O  -0.56546  1.91512  -2.93685  -0.7374
C  0.88214  3.60639  -1.99627  -0.0839
O  0.50955  4.00744  -0.69734  -0.5175
C  -0.79021  4.28232  -0.39478  0.3742
C  -1.87649  4.07285  -1.23740  -0.3217
C  -3.15288  4.39984  -0.81292  -0.2069
C  -3.34390  4.93073  0.44845  -0.1050
Br  -5.10582  5.37477  1.02780  0.0374
C  -2.27336  5.13844  1.30349  -0.2225
C  -1.00233  4.81504  0.87950  -0.2721
C  1.44130  -0.94935  -1.92801  -0.2283
C  2.37895  -1.48355  -0.83737  -0.2505
H  1.85043  -3.13479  2.98349  0.2104
H  0.55069  -4.29034  4.73028  0.2157
H  -1.14988  -5.96214  4.10173  0.2158
H  -1.53165  -6.49634  1.72412  0.2166
H  -0.21211  -5.35322  -0.02343  0.2235
H  1.03948  -0.50154  1.28044  0.1919
H  -0.00476  -1.92839  1.48093  0.2340
H  -0.83141  -1.69397  -0.83162  0.1983
H  -1.11681  -0.18733  0.06023  0.2100
H  1.78913  1.30985  -0.63566  0.1852
H  0.07495  1.62595  -0.30883  0.2152
H  1.47479  1.82098  -3.01907  0.1583
H  -0.78670  0.97898  -2.81536  0.4928
H  1.95035  3.83358  -2.04453  0.1988
H  0.36001  4.19308  -2.75946  0.1965
H  -1.74406  3.63342  -2.21238  0.2551
H  -3.99491  4.23598  -1.46764  0.2272
H  -2.43324  5.55064  2.28773  0.2288
H  -0.15044  4.97020  1.52227  0.2250
H  0.97442  -1.79740  -2.43819  0.2056
H  2.01070  -0.37706  -2.66104  0.2060
H  2.93157  -0.66144  -0.36868  0.1885
H  3.08667  -2.19803  -1.25989  0.2558

Cartesian forces (eV/Å) of the 2 atoms listed first:
0.0055 -0.2624 -0.1119
0.0597 0.0302 0.0650

Properties
Orbital gap = 9.00 eV
SMILES = O=C(c1ccccc1)N1CCN(C[C@@H](O)COc2ccc(Br)cc2)CC1
F_max = 0.632 eV/Å
Net charge = 0
E_LUMO = 0.56 eV
2S+1 = 1
Relative energy (zero: lowest compared OMol25 entry of this formula, charge and spin) = 61.2 kcal/mol